Entry from OMol25: a single C5H10O2 molecule in a non-equilibrium geometry (ωB97M-V/def2-TZVPD).

Structure (ORCA input):
```
! wB97M-V def2-TZVPD RIJCOSX def2/J DEFGRID3
* xyz 0 1
C -0.250 1.331 2.183
O 0.144 0.657 1.011
C -0.962 0.416 0.111
C -0.681 -0.255 -1.188
C 0.502 -0.107 -1.988
C 0.592 -1.417 -1.101
O 1.475 -1.467 -0.043
H -0.654 2.329 1.953
H 0.636 1.446 2.813
H -1.017 0.772 2.743
H -1.749 -0.105 0.680
H -1.394 1.396 -0.175
H -0.316 -2.081 -1.064
H 0.408 -0.275 -3.074
H 1.378 0.519 -1.765
H 0.745 -2.265 -1.771
H 1.143 -0.896 0.674
*
```

Results of the natural (NBO) charge analysis, in e, for atoms 1 through 8: C -0.248; O -0.591; C -0.156; C -0.190; C -0.421; C -0.143; O -0.704; H 0.169

Entry from OMol25: a molecular structure, C20H23BF2IrN5O (ωB97M-V/def2-TZVPD).

Structure (ORCA input):
```
! wB97M-V def2-TZVPD RIJCOSX def2/J DEFGRID3
* xyz 2 5
Ir 1.525 0.696 -0.244
N 2.676 3.346 1.445
C 2.592 2.213 2.241
C 3.093 2.323 3.547
C 2.998 1.255 4.398
C 2.403 0.072 3.952
C 1.947 0.034 2.666
N 2.030 1.084 1.810
C 2.498 3.628 0.096
C 2.927 4.884 -0.351
C 2.734 5.232 -1.662
C 2.113 4.329 -2.529
C 1.729 3.120 -2.024
N 1.911 2.761 -0.728
H 3.087 4.124 1.941
H 3.555 3.247 3.867
H 3.387 1.332 5.405
H 2.312 -0.794 4.589
H 1.494 -0.857 2.254
H 3.410 5.564 0.337
H 3.067 6.198 -2.018
H 1.945 4.564 -3.569
H 1.257 2.373 -2.647
C -0.691 -4.118 -0.698
C -1.866 -3.547 0.112
N -2.963 -3.132 -0.738
C -3.694 -4.148 -1.484
C -3.345 -4.093 -2.983
C -3.412 -1.781 -0.842
O -4.453 -1.598 -1.412
C -2.653 -0.653 -0.225
C -3.367 0.303 0.492
C -2.703 1.425 0.942
C -1.357 1.571 0.642
N -0.674 0.661 -0.062
C -1.310 -0.434 -0.484
H 0.095 -4.385 0.005
H -0.289 -3.391 -1.400
H -0.979 -5.014 -1.243
H -1.565 -2.707 0.732
H -2.274 -4.326 0.765
H -4.759 -3.952 -1.347
H -3.436 -5.109 -1.046
H -3.635 -3.137 -3.413
H -3.914 -4.879 -3.475
H -2.287 -4.269 -3.159
H -4.424 0.168 0.679
H -3.218 2.190 1.504
H -0.801 2.446 0.953
H -0.714 -1.125 -1.066
F 1.951 -2.118 -1.240
B 2.493 -0.887 -1.262
F 3.554 -0.691 -2.021
*
```

Results of the natural (NBO) charge analysis, in e, for atoms 1 through 8: Ir 0.715; N -0.565; C 0.400; C -0.260; C -0.104; C -0.262; C 0.070; N -0.568

Entry from OMol25: a single C9H14Si molecule in a non-equilibrium geometry (ωB97M-V/def2-TZVPD).

Structure (ORCA input):
```
! wB97M-V def2-TZVPD RIJCOSX def2/J DEFGRID3
* xyz 0 3
C -1.095 -0.884 -1.279
C -0.831 0.339 -0.590
C -0.433 -1.815 -0.598
C 0.277 0.183 0.369
C 0.432 -1.317 0.452
C -0.272 -3.212 -1.043
C 1.915 -1.777 0.328
C -1.708 2.705 1.417
C 0.713 3.324 -0.361
Si -0.400 1.963 0.271
H -1.715 -0.873 -2.081
H 0.027 -1.769 1.316
H 0.500 -3.371 -1.714
H -1.154 -3.647 -1.530
H 0.178 -3.600 -0.106
H 2.442 -1.228 -0.372
H 2.049 -2.868 0.312
H 2.221 -1.535 1.340
H -1.687 2.030 2.368
H -1.563 3.718 1.860
H -2.738 2.721 0.948
H 1.817 3.227 -0.024
H 0.626 3.376 -1.426
H 0.398 4.309 0.145
*
```

Results of the natural (NBO) charge analysis, in e, for atoms 1 through 8: C -0.218; C -0.472; C 0.088; C -0.331; C -0.333; C -0.663; C -0.603; C -1.146

Entry from OMol25: a single C3N2S molecule in a non-equilibrium geometry (ωB97M-V/def2-TZVPD).

Results
SMILES ... N#CC(=S)C#N

Structure (ORCA input):
```
! wB97M-V def2-TZVPD RIJCOSX def2/J DEFGRID3
* xyz 0 1
N -1.588 -0.386 1.651
C -0.660 -0.326 0.965
C 0.641 -0.289 0.128
S 2.032 -0.974 0.637
C 0.437 0.459 -1.101
N 0.166 1.078 -2.025
*
```

The molecule's natural (NBO) atomic charges, reported in e, are given here: N -0.228; C 0.224; C -0.309; S 0.302; C 0.205; N -0.195

Entry from OMol25: a single C6H7N3O molecule in a non-equilibrium geometry (ωB97M-V/def2-TZVPD).

Results
SMILES ... N#CC(C#N)/C=N/CCO

Structure (ORCA input):
```
! wB97M-V def2-TZVPD RIJCOSX def2/J DEFGRID3
* xyz 0 1
N 3.670 -1.719 -0.921
C 3.124 -0.898 -0.317
C 2.320 0.026 0.488
C 2.458 1.412 -0.053
N 2.598 2.472 -0.542
C 0.888 -0.423 0.585
N -0.047 0.359 0.431
C -1.392 -0.099 0.565
C -2.249 0.257 -0.698
O -3.545 -0.212 -0.423
H 2.752 0.053 1.513
H 0.768 -1.497 0.778
H -1.399 -1.190 0.841
H -1.940 0.319 1.410
H -1.732 -0.254 -1.550
H -2.202 1.352 -0.906
H -4.072 0.040 -1.201
*
```

Results of the natural (NBO) charge analysis, in e, for atoms 1 through 8: N -0.261; C 0.280; C -0.460; C 0.292; N -0.265; C 0.142; N -0.364; C -0.261

Entry from OMol25: 2 unconnected molecules or ions with the total composition C9H14 in a non-equilibrium geometry (ωB97M-V/def2-TZVPD).

Structure (ORCA input):
```
! wB97M-V def2-TZVPD RIJCOSX def2/J DEFGRID3
* xyz -1 2
C -2.193 1.276 0.527
C 0.046 0.242 0.311
C -0.695 1.382 0.361
C 1.473 0.209 0.157
C -0.055 2.650 0.140
C 1.983 1.432 -0.406
C 1.301 2.616 -0.257
H -0.414 -0.743 0.443
H 2.054 -0.592 0.570
H -2.391 0.655 1.409
H -2.722 0.952 -0.372
H -0.592 3.553 0.413
H 2.931 1.442 -0.954
H 1.831 3.541 -0.495
H -2.660 2.230 0.806
C -0.215 -4.478 0.066
C -0.745 -3.318 -0.814
H -0.068 -5.393 -0.501
H 0.718 -4.237 0.577
H -0.929 -4.698 0.865
H 0.076 -2.606 -0.909
H -1.521 -2.779 -0.280
H -1.049 -3.701 -1.783
*
```

Results of the natural (NBO) charge analysis, in e, for atoms 1 through 8: C -0.620; C -0.255; C -0.085; C -0.444; C -0.431; C -0.309; C -0.247; H 0.158

Entry from OMol25: 9 unconnected molecules or ions with the total composition C21H28F5NO21 in a non-equilibrium geometry (ωB97M-V/def2-TZVPD).

Structure (ORCA input):
```
! wB97M-V def2-TZVPD RIJCOSX def2/J DEFGRID3
* xyz -2 1
N -1.105 14.058 -17.656
H -0.585 13.249 -17.347
H -2.059 13.770 -17.824
H -0.798 14.203 -18.607
H -1.032 14.883 -17.078
C 0.564 13.901 -22.283
C -0.306 13.119 -21.370
O -1.116 12.313 -21.778
O -0.043 13.319 -20.159
H 0.084 13.980 -23.258
H 1.552 13.452 -22.385
H 0.647 14.912 -21.884
C -5.491 11.485 -17.391
C -3.994 11.639 -17.484
O -3.214 10.776 -17.020
O -3.535 12.616 -18.154
H -5.857 11.243 -18.389
H -6.035 12.374 -17.075
H -5.690 10.709 -16.652
C 3.083 12.421 -17.434
C 1.902 11.452 -17.276
O 0.789 11.976 -17.111
O 2.000 10.218 -17.553
H 3.710 12.462 -16.543
H 2.713 13.396 -17.753
H 3.664 12.023 -18.266
C -2.879 15.476 -21.045
C -3.300 14.740 -22.278
O -2.681 15.414 -23.328
C -2.407 16.711 -22.914
O -2.286 17.621 -23.700
O -2.444 16.782 -21.530
F -4.610 14.907 -22.532
H -2.109 14.985 -20.450
H -3.710 15.578 -20.347
H -3.090 13.674 -22.200
C 2.106 18.435 -15.201
C 2.073 17.825 -13.776
O 1.924 16.423 -14.021
C 1.406 16.254 -15.290
O 1.257 15.158 -15.873
O 1.269 17.465 -15.836
F 1.082 18.241 -13.132
H 3.095 18.624 -15.618
H 1.603 19.400 -15.271
H 2.947 18.101 -13.186
C -5.882 15.658 -17.300
C -4.525 16.395 -17.106
O -4.846 17.409 -16.156
C -6.205 17.633 -16.144
O -6.746 18.644 -15.669
O -6.771 16.655 -16.877
F -4.201 16.997 -18.214
H -6.005 14.829 -16.603
H -5.991 15.206 -18.286
H -3.717 15.739 -16.784
C -2.205 14.838 -11.544
C -1.217 15.887 -11.617
O -0.971 16.122 -12.976
C -1.878 15.412 -13.681
O -1.838 15.283 -14.895
O -2.664 14.742 -12.872
F -0.063 15.437 -11.110
H -3.054 15.047 -10.892
H -1.846 13.874 -11.185
H -1.695 16.719 -11.100
C 2.283 16.680 -20.742
C 2.420 15.673 -19.599
O 1.056 15.643 -19.090
C 0.280 16.679 -19.589
O -0.830 16.956 -19.206
O 1.091 17.370 -20.488
F 3.303 16.099 -18.774
H 2.247 16.148 -21.692
H 3.079 17.424 -20.786
H 2.657 14.677 -19.973
*
```

Results of the Löwdin charge analysis, in e, for atoms 1 through 8: N 0.314; H 0.077; H 0.062; H 0.051; H 0.082; C -0.028; C -0.815; O -0.009

Number 1: electronic energy -346.78705 Eh. Number 2: electronic energy -1453.34830 Eh. Number 3: electronic energy -640.57408 Eh. Number 4: electronic energy -621.94412 Eh. Number 5: electronic energy -472.26668 Eh. Number 6: electronic energy -351.25375 Eh. Number 7: electronic energy -2951.22040 Eh.